This record from OMol25 describes a structure of composition Cl2HNO2S at a distorted geometry. The level of theory is the ωB97M-V functional and the def2-TZVPD basis.

The value obtained for the HOMO energy is -10.40 eV. As for the HOMO-LUMO gap: 10.2722 eV. The calculation puts the LUMO energy at -0.1 eV. The value obtained for the energy above the lowest of the compared OMol25 structures with the same formula, charge and spin is 1.252 eV. The spin multiplicity is 1.

Cartesian coordinates (Å):
N1 -2.0732 -0.5067 0.8029
O1 -2.2069 1.9521 0.9518
O2 -2.8878 0.9077 -1.1850
S1 -2.3073 0.8216 0.1054
Cl1 -2.1715 -1.7958 -0.2822
Cl2 0.0399 0.8455 -0.6628
H1 0.6125 -0.1429 -0.0314

Results of the Mulliken charge analysis, in e, for atoms 1 through 5: -0.24 -0.41 -0.41 0.96 -0.05

This record from OMol25 describes a structure of composition C3H8N2O2 at a distorted geometry. The level of theory is the ωB97M-V functional and the def2-TZVPD basis.

The value obtained for the HOMO energy is -9.19 eV. As for the HOMO-LUMO gap: 7.4488 eV. The calculation puts the LUMO energy at -1.7 eV. The value obtained for the energy above the lowest of the compared OMol25 structures with the same formula, charge and spin is 5.415 eV. The spin multiplicity is 1.

Cartesian coordinates (Å):
N1 2.2706 0.9567 -0.2492
C1 0.8989 0.7058 -0.5912
O1 0.0569 1.6301 -0.1014
N2 0.4972 -0.6863 -0.5379
C2 -0.7697 -0.9785 -0.6619
C3 -1.3385 -0.6736 1.0669
O2 -1.7198 0.5429 1.0854
H1 2.3313 1.3278 0.6844
H2 2.8360 0.1215 -0.3589
H3 0.9036 0.5657 -1.7328
H4 -0.9942 -2.0210 -0.9259
H5 -1.4583 -0.2394 -1.0983
H6 -0.4672 -0.9814 1.6615
H7 -2.1381 -1.4389 1.1238
H8 -0.9088 1.1688 0.6356

Results of the Mulliken charge analysis, in e, for atoms 1 through 5: -0.57 0.50 -0.72 -0.40 -0.56

This record from OMol25 describes a cluster of 2 separate species, C4H11ClSi in total at a distorted geometry. The level of theory is the ωB97M-V functional and the def2-TZVPD basis.

The value obtained for the HOMO energy (alpha / beta) is -7.71 / -7.85 eV. As for the HOMO-LUMO gap (alpha / beta): 6.7610 / 8.4816 eV. The calculation puts the LUMO energy (alpha / beta) at -0.9 / 0.6 eV. The value obtained for the energy above the lowest of the compared OMol25 structures with the same formula, charge and spin is 4.973 eV. The spin multiplicity is 1.

Cartesian coordinates (Å):
C1 -1.1923 1.9917 -0.7636
C2 1.1564 0.9488 -1.5326
C3 -2.1378 -1.8504 1.5035
C4 0.0327 1.1697 -0.4926
Si1 -0.4990 -2.3123 0.4511
Cl1 -1.0005 -3.3781 -1.2059
H1 -1.9377 1.8340 -0.0576
H2 -1.0034 3.0715 -0.7938
H3 -1.5955 1.5575 -1.7178
H4 1.3544 1.9126 -2.0288
H5 0.9527 0.1612 -2.2633
H6 1.9378 0.5487 -1.0097
H7 -3.0054 -2.3938 0.9308
H8 -2.0066 -2.3528 2.4735
H9 -2.2298 -0.7639 1.4841
H10 0.2777 0.8856 0.5674
H11 0.3521 -3.4689 1.0781

Results of the Mulliken charge analysis, in e, for atoms 1 through 5: -1.05 -1.06 -0.84 -0.18 0.39

This record from OMol25 describes a cluster of 3 separate species, C6H16N2O in total at a distorted geometry. The level of theory is the ωB97M-V functional and the def2-TZVPD basis.

The value obtained for the HOMO energy (alpha / beta) is -6.43 / -6.25 eV. As for the HOMO-LUMO gap (alpha / beta): 7.2332 / 6.9332 eV. The calculation puts the LUMO energy (alpha / beta) at 0.8 / 0.7 eV. The value obtained for the energy above the lowest of the compared OMol25 structures with the same formula, charge and spin is 7.350 eV. The spin multiplicity is 1.

Cartesian coordinates (Å):
C1 -1.6980 -0.1155 1.0074
C2 -1.2832 0.4900 2.3102
C3 -2.0990 -1.5538 1.0102
O1 -2.5853 0.7139 0.2828
H1 -3.5039 0.4233 0.4053
H2 0.5011 -0.6914 0.1989
H3 -2.1140 0.5243 3.0367
H4 -0.9428 1.5219 2.1774
H5 -0.4734 -0.0821 2.7719
H6 -2.2057 -1.9396 -0.0065
H7 -3.0679 -1.7071 1.5266
H8 -1.3653 -2.1700 1.5353
C4 2.6928 -0.4246 -2.1660
N1 0.1841 0.1174 -0.2949
C5 2.1820 0.4696 -1.0968
N2 -0.5396 -0.0845 -1.4824
C6 2.8494 1.3384 -0.3646
H9 0.2444 1.0138 0.1560
H10 -0.0634 0.4329 -2.2132
H11 -1.4800 0.2795 -1.3404
H12 2.4610 -1.4723 -1.9488
H13 2.2274 -0.2036 -3.1320
H14 3.7837 -0.3416 -2.2957
H15 2.3772 1.9275 0.4238
H16 3.9182 1.5336 -0.5010

Results of the Mulliken charge analysis, in e, for atoms 1 through 5: 0.86 -1.46 -1.43 -0.59 0.34

This record from OMol25 describes the ion C31H40ClNO7PS with charge +1 at a distorted geometry. The level of theory is the ωB97M-V functional and the def2-TZVPD basis.

As for the total charge: +1. The value obtained for the HOMO energy is -11.72 eV. As for the HOMO-LUMO gap: 7.3519 eV. The calculation puts the LUMO energy at -4.4 eV. The spin multiplicity is 1. Its SMILES is CCOCCOCCOCc1c(CC(=O)Cl)c(CC(=O)O)c2cc([PH2]=S)[nH+]c(COc3ccccc3)c2c1[C@@H](C)CC.

Cartesian coordinates (Å):
C1 -1.2302 4.9145 -2.9013
C2 -2.1901 4.0708 -3.7332
O1 -1.6150 2.8689 -4.2328
C3 -1.2784 1.9341 -3.2328
C4 -2.1970 0.7185 -3.2910
O2 -2.8763 0.4762 -2.0409
C5 -3.0634 -0.9280 -1.8468
C6 -4.0538 -1.2441 -0.7212
O3 -3.5330 -2.1407 0.2414
C7 -2.7596 -1.5818 1.2773
C8 -1.5319 -0.8175 0.7958
C9 -1.7250 0.5697 0.5162
C10 -3.0590 1.2301 0.8388
C11 -2.9448 2.2438 1.9739
O4 -3.7180 3.0844 2.1848
Cl1 -1.5739 2.0043 3.1104
C12 -0.7106 1.3473 -0.0127
C13 -0.8093 2.7762 -0.5105
C14 -2.1294 3.3149 -0.9999
O5 -2.6248 4.2700 -0.5117
O6 -2.6692 2.7426 -2.0981
C15 0.5702 0.7516 -0.0835
C16 1.6732 1.5403 -0.5069
C17 2.9167 1.0309 -0.5790
P1 4.3276 2.0455 -1.1500
S1 4.4561 3.7598 -0.2919
N1 3.1002 -0.2596 -0.1853
C18 2.1498 -1.0584 0.2510
C19 2.7355 -2.3819 0.6920
O7 4.1314 -2.3315 0.9267
C20 4.4718 -1.6853 2.1203
C21 4.1961 -2.2970 3.3302
C22 4.5060 -1.6647 4.5213
C23 5.1027 -0.4099 4.5328
C24 5.4151 0.1820 3.3171
C25 5.1019 -0.4510 2.1253
C26 0.7953 -0.6067 0.2811
C27 -0.3053 -1.4417 0.6609
C28 -0.1486 -2.9202 0.9560
C29 -0.1093 -3.1614 2.4911
C30 -1.1598 -3.8769 0.2656
C31 -0.4760 -5.2213 -0.0675
H1 -0.3399 4.3567 -2.6220
H2 -1.6804 5.2768 -1.9812
H3 -0.9040 5.7842 -3.4601
H4 -2.4679 4.6410 -4.6112
H5 -3.1203 3.8514 -3.2097
H6 -1.2441 2.3697 -2.2360
H7 -0.2677 1.6005 -3.4626
H8 -2.8986 0.7762 -4.1177
H9 -1.5705 -0.1524 -3.4786
H10 -3.4282 -1.3568 -2.7748
H11 -2.1141 -1.3936 -1.5860
H12 -4.5013 -0.3411 -0.3209
H13 -4.8819 -1.7677 -1.1855
H14 -3.3339 -1.0062 1.9887
H15 -2.3984 -2.4118 1.8687
H16 -3.7980 0.5563 1.2338
H17 -3.5214 1.7072 -0.0075
H18 -0.1896 2.8468 -1.4018
H19 -0.3709 3.4608 0.2077
H20 -2.6152 1.7670 -2.0828
H21 1.5720 2.5756 -0.7682
H22 4.1072 2.1279 -2.5353
H23 5.4337 1.1804 -1.0218
H24 4.0499 -0.6147 -0.2188
H25 2.2544 -2.6875 1.6125
H26 2.5484 -3.1513 -0.0474
H27 3.7241 -3.2673 3.3793
H28 4.2770 -2.1215 5.4696
H29 5.3242 0.0870 5.4589
H30 5.8886 1.1494 3.3201
H31 5.3761 0.0509 1.2100
H32 0.7585 -3.3537 0.5817
H33 0.7787 -3.7159 2.7769
H34 -0.9444 -3.7791 2.8062
H35 -0.1616 -2.2379 3.0589
H36 -1.4638 -3.4288 -0.6680
H37 -2.0065 -4.0948 0.8983
H38 0.3548 -5.4346 0.5964
H39 -1.2216 -6.0031 0.0214
H40 -0.1610 -5.2428 -1.1046

Results of the Mulliken charge analysis, in e, for atoms 1 through 5: -1.23 -0.05 -0.53 0.56 -1.00

This record from OMol25 describes a structure of composition C33H32GeN4O2OsS6. The level of theory is the ωB97M-V functional and the def2-TZVPD basis.

As for the total charge: +2. The value obtained for the HOMO energy (alpha / beta) is -12.67 / -12.67 eV. As for the HOMO-LUMO gap (alpha / beta): 4.3519 / 4.3496 eV. The calculation puts the LUMO energy (alpha / beta) at -8.3 / -8.3 eV. The value obtained for the energy above the lowest of the compared OMol25 structures with the same formula, charge and spin is 0.068 eV. The spin multiplicity is 1.

Cartesian coordinates (Å):
Os1 -2.4486 0.5781 0.6143
C1 -3.5793 -3.4255 -0.5558
C2 -3.3361 -1.9639 -0.4088
N1 -2.8132 -1.4061 0.6340
N2 -2.4323 -2.1201 1.7430
C3 -1.7767 -1.4821 2.7383
N3 -1.4444 -2.1888 3.8030
S1 -1.3864 0.1853 2.6588
C4 -3.7013 -1.0115 -1.4760
C5 -4.3281 -1.3987 -2.6450
C6 -4.6264 -0.4370 -3.6043
C7 -4.2759 0.8778 -3.3692
C8 -3.6470 1.2028 -2.1748
N4 -3.3789 0.2878 -1.2474
H1 -2.9475 -4.0296 0.0915
H2 -3.3688 -3.7402 -1.5759
H3 -4.6262 -3.6565 -0.3422
H4 -2.5935 -3.1159 1.7619
H5 -1.6053 -3.1808 3.8840
H6 -0.9231 -1.7407 4.5413
H7 -4.5873 -2.4332 -2.8156
H8 -5.1229 -0.7209 -4.5218
H9 -4.4829 1.6544 -4.0915
H10 -3.3500 2.2173 -1.9419
C9 -2.7969 4.3939 1.8641
S2 -2.0427 3.3066 3.1036
C10 -3.4694 2.5159 3.7396
C11 -4.4030 1.7469 3.0708
S3 -4.3752 1.0865 1.4942
S4 -5.8528 1.3414 3.9786
C12 -5.3481 2.0106 5.5121
S5 -6.2149 1.9434 6.8626
S6 -3.8217 2.8751 5.3733
H11 -1.9549 4.9068 1.4049
H12 -3.4458 5.1129 2.3569
H13 -3.3270 3.8352 1.1000
O1 -0.6177 0.4447 -0.4378
C13 -0.4811 1.7065 -0.4241
O2 -1.4635 2.3395 0.1132
C14 0.7096 2.4034 -0.9681
C15 1.6100 1.5253 -1.8381
Ge1 2.7807 0.1608 -1.0012
C16 3.8599 1.0226 0.3687
C17 3.9900 2.4101 0.4208
C18 4.8236 3.0200 1.3495
C19 5.5490 2.2454 2.2414
C20 5.4487 0.8617 2.1914
C21 4.6165 0.2588 1.2602
C22 1.7336 -1.3160 -0.2312
C23 1.7558 -1.6188 1.1278
C24 1.0711 -2.7217 1.6292
C25 0.3307 -3.5286 0.7773
C26 0.2757 -3.2261 -0.5802
C27 0.9788 -2.1365 -1.0740
C28 3.8468 -0.5535 -2.4550
C29 4.5153 0.3276 -3.3045
C30 5.3165 -0.1455 -4.3327
C31 5.4634 -1.5117 -4.5251
C32 4.8117 -2.3990 -3.6846
C33 4.0104 -1.9218 -2.6550
H14 1.2356 2.8169 -0.1007
H15 0.3307 3.2710 -1.5176
H16 2.2902 2.1801 -2.3867
H17 1.0124 1.0210 -2.6009
H18 3.4627 3.0390 -0.2885
H19 4.9173 4.0981 1.3656
H20 6.2038 2.7163 2.9624
H21 6.0317 0.2515 2.8689
H22 4.5761 -0.8248 1.2207
H23 2.3343 -1.0049 1.8085
H24 1.1572 -2.9729 2.6801
H25 -0.1520 -4.4254 1.1545
H26 -0.2645 -3.8742 -1.2617
H27 0.9575 -1.9372 -2.1404
H28 4.4306 1.4005 -3.1656
H29 5.8319 0.5529 -4.9789
H30 6.0911 -1.8814 -5.3248
H31 4.9319 -3.4659 -3.8214
H32 3.5200 -2.6349 -2.0020

Results of the Mulliken charge analysis, in e, for atoms 1 through 5: 2.85 -2.10 1.23 -0.18 -0.66

Number 1: E_tot -1524.29425 Eh. Number 2: E_tot -378.94201 Eh. Number 3: E_tot -908.58417 Eh. Number 4: E_tot -422.71662 Eh. Number 5: E_tot -2985.91701 Eh. Number 6: E_tot -6202.45740 Eh.